# C19H17ClN4O4S

The molecule C19H17ClN4O4S (the ωB97M-V functional and the def2-TZVPD basis, OMol25).

Summary:
Structure (SMILES): COc1ccc(NC(=O)[C@@H]2CC(=O)N/C(=N/NC(=O)c3ccc(Cl)cc3)S2)cc1
Total charge: 0
Highest occupied orbital energy, eV: -8.131
Orbital gap, Eh: 0.3036
Energy relative to the best compared isomer or geometry (same formula, charge and spin), kJ/mol: 0.0

Cartesian coordinates (Å):
C  1.775  5.497  5.087
O  2.147  4.976  3.834
C  1.687  3.745  3.479
C  2.090  3.282  2.224
C  1.679  2.050  1.769
C  0.855  1.245  2.554
N  0.481  -0.004  2.037
C  -0.394  -0.899  2.545
O  -1.001  -0.797  3.587
C  -0.530  -2.166  1.690
C  0.633  -3.108  1.967
C  0.453  -4.441  1.276
O  0.780  -5.497  1.757
N  -0.123  -4.404  0.031
C  -0.468  -3.347  -0.785
N  -0.761  -3.672  -1.983
N  -1.131  -2.783  -2.950
C  -0.631  -1.535  -3.141
O  0.164  -1.020  -2.370
C  -1.138  -0.838  -4.352
C  -1.472  -1.493  -5.535
C  -1.924  -0.774  -6.627
C  -2.047  0.605  -6.537
Cl  -2.622  1.496  -7.897
C  -1.702  1.274  -5.372
C  -1.243  0.550  -4.290
S  -0.541  -1.731  -0.097
C  0.454  1.701  3.802
C  0.865  2.941  4.261
H  2.251  6.474  5.153
H  0.690  5.618  5.166
H  2.131  4.865  5.907
H  2.726  3.913  1.625
H  1.994  1.706  0.794
H  0.858  -0.198  1.117
H  -1.481  -2.641  1.944
H  0.728  -3.295  3.039
H  1.570  -2.663  1.616
H  -0.201  -5.307  -0.427
H  -1.673  -3.229  -3.676
H  -1.351  -2.562  -5.634
H  -2.176  -1.278  -7.546
H  -1.791  2.347  -5.318
H  -0.959  1.048  -3.375
H  -0.186  1.088  4.415
H  0.533  3.264  5.234



# C24H23FIN2O8

A cluster of 3 separate species, C24H23FIN2O8 in total in a non-equilibrium geometry (the ωB97M-V functional and the def2-TZVPD basis, OMol25).

Summary:
Total charge: -1
Highest occupied orbital energy, eV: -4.746
Orbital gap, Eh: 0.1808

Cartesian coordinates (Å):
C  -5.493  -2.691  0.772
C  -4.905  -1.641  0.531
C  -4.102  -0.283  0.386
C  -3.177  -0.397  -0.922
C  -1.582  -0.404  -0.582
N  -0.933  0.723  -1.303
C  0.065  0.300  -2.246
O  -0.325  -0.075  -3.357
N  1.510  0.251  -1.994
C  1.980  -1.096  -1.756
O  1.488  -2.105  -2.183
F  3.161  -1.247  -0.995
C  -0.479  1.823  -0.413
C  -1.770  2.581  0.134
C  -2.120  2.297  1.664
C  -1.677  3.567  2.513
I  -1.227  3.081  4.577
C  0.562  1.404  0.705
O  0.983  2.312  1.485
O  1.062  0.178  0.855
H  -5.982  -3.517  1.350
H  -3.508  -0.174  1.345
H  -4.825  0.583  0.264
H  -3.410  -1.325  -1.524
H  -3.428  0.488  -1.594
H  -1.180  -1.370  -0.997
H  -1.508  -0.359  0.536
H  1.963  0.530  -2.894
H  0.060  2.573  -1.086
H  -2.691  2.344  -0.480
H  -1.581  3.697  0.031
H  -1.756  1.310  2.065
H  -3.262  2.259  1.727
H  -0.776  4.040  2.003
H  -2.510  4.341  2.421
C  6.124  3.686  -3.345
C  4.834  3.376  -3.458
C  4.254  2.226  -2.728
O  3.078  1.941  -2.831
C  5.161  1.435  -1.868
C  6.453  1.746  -1.755
C  7.033  2.895  -2.484
O  8.210  3.180  -2.381
H  6.566  4.523  -3.872
H  4.155  3.944  -4.082
H  4.719  0.598  -1.341
H  7.131  1.178  -1.131
C  -2.756  -4.311  2.316
C  -2.415  -5.384  3.029
C  -0.996  -5.716  3.287
O  -0.685  -6.697  3.937
C  0.030  -4.811  2.724
C  -0.310  -3.737  2.010
C  -1.729  -3.406  1.753
O  -2.035  -2.427  1.105
H  -3.787  -4.052  2.117
H  -3.152  -6.056  3.449
H  1.062  -5.068  2.923
H  0.428  -3.063  1.590



# C5H9NO3

The molecule C5H9NO3 in a non-equilibrium geometry (the ωB97M-V functional and the def2-TZVPD basis, OMol25).

Summary:
Structure (SMILES): CN1C[C@]1(CO)C(=O)O
Total charge: 0
Highest occupied orbital energy, eV: -9.634
Orbital gap, Eh: 0.3702
Energy relative to the best compared isomer or geometry (same formula, charge and spin), kJ/mol: 328.4

Cartesian coordinates (Å):
C  1.245  -0.759  -1.777
N  1.043  0.357  -0.873
C  -0.121  1.199  -1.014
C  0.040  0.287  0.156
C  -0.869  -0.911  0.380
O  -0.453  -1.463  1.623
C  0.433  0.832  1.511
O  1.551  0.991  1.926
O  -0.733  1.234  2.404
H  0.305  -1.183  -2.172
H  1.844  -0.413  -2.629
H  1.795  -1.552  -1.253
H  0.030  2.274  -0.893
H  -0.894  0.910  -1.736
H  -1.921  -0.601  0.469
H  -0.797  -1.655  -0.419
H  -0.976  -0.933  2.428
H  -1.522  1.387  1.869



# C6H8N2O2

A structure of composition C6H8N2O2 in a non-equilibrium geometry (the ωB97M-V functional and the def2-TZVPD basis, OMol25).

Summary:
Total charge: 0
Highest occupied orbital energy, eV: -9.682
Orbital gap, Eh: 0.3762
Energy relative to the best compared isomer or geometry (same formula, charge and spin), kJ/mol: 405.6

Cartesian coordinates (Å):
O  -2.748  1.447  -0.047
C  -1.887  0.602  -0.076
C  -1.917  -0.787  -0.707
C  -0.501  -1.203  -0.269
N  -0.412  -0.738  1.143
C  -0.493  0.624  0.555
C  0.340  0.051  -0.635
C  1.785  -0.061  -0.386
N  2.796  -0.678  -0.204
H  -2.695  -1.418  -0.256
H  -2.084  -0.736  -1.792
H  -0.153  -2.213  -0.506
H  -1.196  -1.001  1.740
H  -0.199  1.497  1.144
H  0.178  0.494  -1.627
O  3.084  1.677  0.406
H  2.448  1.812  1.124
H  3.655  0.633  0.394



# C5H8O

A structure of composition C5H8O in a non-equilibrium geometry (the ωB97M-V functional and the def2-TZVPD basis, OMol25).

Summary:
Total charge: 0
Highest occupied orbital energy, eV: -8.149
Orbital gap, Eh: 0.3365
Energy relative to the best compared isomer or geometry (same formula, charge and spin), kJ/mol: 451.2

Cartesian coordinates (Å):
C  -1.246  0.829  -0.340
C  -1.746  -0.352  0.371
C  0.123  0.139  -0.191
C  1.087  -1.007  -0.652
O  1.997  -0.723  0.421
C  1.399  0.561  0.601
H  -1.637  1.014  -1.336
H  -1.250  1.710  0.302
H  -2.115  -0.305  1.402
H  -2.361  -1.066  -0.211
H  0.651  -1.994  -0.551
H  1.644  -0.944  -1.606
H  1.337  0.879  1.641
H  2.037  1.306  0.067



# C5H13NO

A cluster of 2 separate species, C5H13NO in total in a non-equilibrium geometry (the ωB97M-V functional and the def2-TZVPD basis, OMol25).

Summary:
Structure (SMILES): CC(N)=O.CCC
Total charge: 0
Highest occupied orbital energy, eV: -9.920
Orbital gap, Eh: 0.3963
Energy relative to the best compared isomer or geometry (same formula, charge and spin), kJ/mol: 58.4

Cartesian coordinates (Å):
C  1.223  1.662  -0.876
C  -0.210  1.296  -1.007
N  -0.569  0.465  -2.038
O  -1.040  1.741  -0.235
H  1.269  2.495  -0.186
H  1.814  1.708  -1.783
H  1.613  0.800  -0.300
H  -1.530  0.174  -1.986
H  0.085  -0.236  -2.352
C  -0.938  -1.342  0.563
C  -0.050  -1.195  1.830
C  1.235  -1.997  1.609
H  -1.345  -0.412  0.233
H  -1.691  -2.134  0.662
H  -0.243  -1.681  -0.217
H  0.143  -0.179  2.157
H  -0.593  -1.722  2.640
H  1.787  -1.447  0.809
H  2.047  -2.099  2.310
H  1.019  -2.973  1.146



# C10H14N3

The ion C10H14N3 with charge +1 in a non-equilibrium geometry (the ωB97M-V functional and the def2-TZVPD basis, OMol25).

Summary:
Structure (SMILES): C[C@@H]1C[C@@H](c2ccccc2)[N+](N)=N1
Total charge: +1
Highest occupied orbital energy, eV: -12.849
Orbital gap, Eh: 0.3070
Energy relative to the best compared isomer or geometry (same formula, charge and spin), kJ/mol: 365.2

Cartesian coordinates (Å):
C  3.860  0.605  0.108
C  2.333  0.642  -0.410
C  1.346  1.039  0.697
C  0.265  -0.132  0.687
C  -1.142  0.019  0.271
C  -2.131  -0.044  1.260
C  -3.497  0.051  0.872
C  -3.804  0.137  -0.514
C  -2.830  0.376  -1.455
C  -1.512  0.349  -1.025
N  1.050  -1.063  -0.130
N  0.576  -2.250  -0.474
N  2.043  -0.692  -0.793
H  3.879  1.330  0.920
H  4.626  0.845  -0.668
H  4.061  -0.363  0.505
H  2.407  1.419  -1.302
H  0.981  2.123  0.615
H  1.663  0.657  1.688
H  0.166  -0.606  1.668
H  -1.840  -0.058  2.324
H  -4.257  -0.023  1.529
H  -4.888  0.068  -0.833
H  -3.234  0.652  -2.465
H  -0.821  0.405  -1.779
H  -0.226  -2.675  0.010
H  0.924  -2.812  -1.304